The following is a DFT calculation (the ωB97M-V functional and the def2-TZVPD basis) of the ion C8H18NO4S with charge +1 in a non-equilibrium geometry.

Output
Frontier orbital gap, eV: 11.3
Net charge: +1
Structure (SMILES): CCOCOS(=O)(=O)[N+]1(C)CCCC1
E_HOMO, eV: -14.40
ΔE to the lowest compared entry with this formula, charge and spin, eV: 3.301

Last column: natural (NBO) charge in e.
CARTESIAN COORDINATES (ANGSTROEM)
S 1.47 0.63 -0.26  2.54
O -2.10 1.50 0.09  -0.48
O 2.07 0.74 -1.50  -0.86
O 1.91 1.25 0.92  -0.91
O -0.02 0.90 -0.37  -0.76
N 1.77 -1.21 0.19  -0.40
C 3.23 -1.28 0.34  -0.43
C -0.31 -2.22 -0.51  -0.41
C -0.88 1.69 0.59  0.24
C 0.98 -1.55 1.42  -0.26
C -0.28 -2.34 1.03  -0.44
C -2.36 2.37 -1.06  -0.08
C -3.49 3.38 -0.70  -0.62
C 1.24 -2.04 -0.86  -0.26
H -0.45 2.70 0.79  0.21
H -1.09 -1.96 1.64  0.25
H 1.51 -2.06 2.36  0.27
H -3.08 3.86 0.18  0.20
H -0.71 -3.14 -0.97  0.25
H 3.61 -0.78 1.21  0.26
H 3.55 -2.27 0.30  0.24
H -0.88 1.16 1.58  0.19
H 1.87 -2.97 -1.03  0.24
H 0.75 -0.54 1.86  0.23
H -4.23 2.73 -0.38  0.22
H 3.62 -0.89 -0.63  0.25
H -3.72 4.17 -1.42  0.24
H -0.11 -3.46 1.16  0.23
H -1.52 2.80 -1.50  0.18
H -2.74 1.68 -1.76  0.19
H 1.22 -1.53 -1.75  0.24
H -0.83 -1.32 -0.97  0.23